{"formula": "C48H110N9O9", "method": "the ωB97M-V functional and the def2-TZVPD basis", "elements": ["C", "C", "C", "C", "C", "C", "C", "C", "C", "C", "C", "C", "N", "C", "C", "N", "C", "C", "O", "O", "C", "C", "C", "C", "H", "H", "H", "H", "H", "H", "H", "H", "H", "H", "H", "H", "H", "H", "H", "H", "H", "H", "H", "H", "H", "H", "H", "H", "H", "H", "H", "H", "H", "H", "H", "H", "H", "C", "C", "C", "O", "C", "N", "H", "H", "H", "H", "H", "H", "H", "H", "H", "H", "H", "C", "C", "C", "O", "C", "N", "H", "H", "H", "H", "H", "H", "H", "H", "H", "H", "H", "C", "C", "C", "O", "C", "N", "H", "H", "H", "H", "H", "H", "H", "H", "H", "H", "H", "C", "C", "C", "O", "C", "N", "H", "H", "H", "H", "H", "H", "H", "H", "H", "H", "H", "C", "C", "C", "O", "C", "N", "H", "H", "H", "H", "H", "H", "H", "H", "H", "H", "H", "C", "C", "C", "O", "C", "N", "H", "H", "H", "H", "H", "H", "H", "H", "H", "H", "H", "C", "C", "C", "O", "C", "N", "H", "H", "H", "H", "H", "H", "H", "H", "H", "H", "H"], "xyz": [[-0.1249, 1.2416, -0.6237], [0.6108, 0.3863, -1.3243], [1.1873, -1.0022, -1.9324], [0.1494, -1.4869, -3.0655], [-0.5838, -2.8831, -2.7583], [-2.1808, -2.7365, -2.4705], [-2.7044, -2.2731, -3.9596], [-3.2202, -0.7335, -3.9975], [-3.9076, -3.1691, -4.5388], [-3.4718, -4.5682, -5.1953], [-2.3788, -4.4615, -6.3681], [-2.9057, -4.1057, -1.9522], [-4.0529, -3.8646, -1.3207], [-5.0646, -4.7628, -0.7014], [-6.5209, -4.5907, -1.4204], [-7.6568, -4.5079, -0.7415], [-4.2198, -2.3527, -1.2660], [-5.1522, -1.8684, -0.0136], [-4.9344, -0.4621, 0.2831], [-5.0701, -0.2436, 1.6147], [-2.6780, -1.8144, -1.2542], [-2.2420, -2.1261, 0.2634], [-0.6745, -2.3214, 0.5095], [-0.2058, -3.6769, 0.8041], [-0.9718, 1.8700, -0.1615], [1.4206, -1.7758, -1.1251], [2.1956, -0.7107, -2.4158], [0.7759, -1.6306, -4.0324], [-0.5490, -0.6077, -3.2817], [-0.4277, -3.5500, -3.6963], [-0.0522, -3.4564, -1.9047], [-1.8552, -2.3264, -4.7469], [-4.3619, -0.6377, -3.8308], [-2.6115, -0.0166, -3.3504], [-3.0559, -0.3861, -5.0943], [-4.7812, -3.3292, -3.7905], [-4.3835, -2.5479, -5.3989], [-3.1471, -5.3607, -4.4094], [-4.4306, -5.0142, -5.6771], [-1.3383, -4.4899, -5.8481], [-2.3740, -5.3859, -7.0684], [-2.4088, -3.4826, -6.9615], [-2.5679, -5.1934, -2.0706], [-5.1927, -4.5950, 0.4390], [-4.7663, -5.8614, -0.8646], [-6.4920, -4.5209, -2.5703], [-7.4483, -4.5793, 0.2712], [-4.8523, -1.9498, -2.1501], [-6.2635, -2.0629, -0.2063], [-4.8857, -2.4706, 0.9445], [-4.3324, -0.6883, 2.1093], [-2.5303, -0.6686, -1.3090], [-2.7735, -3.0110, 0.7607], [-2.5513, -1.1919, 0.8838], [0.1188, -1.5018, 0.5282], [0.5189, -4.1326, 0.0356], [-0.4913, -4.2647, 1.7407], [2.7922, 2.8890, 1.8853], [2.6063, 1.4161, 2.2350], [3.4132, 0.9679, 3.4716], [4.8037, 0.7796, 3.2285], [5.5712, 1.9728, 3.2490], [2.9297, 0.6013, 1.0578], [3.7485, 3.0887, 1.3983], [2.0109, 3.2142, 1.1917], [2.7249, 3.5156, 2.7783], [1.5444, 1.2732, 2.4684], [3.0344, -0.0124, 3.7825], [3.2562, 1.6439, 4.3214], [5.1938, 2.6938, 3.9797], [5.6004, 2.4184, 2.2527], [6.5962, 1.7099, 3.5204], [2.7089, -0.3718, 1.2650], [3.9462, 0.6001, 0.9581], [5.9075, 7.2392, -1.6000], [6.2469, 6.9535, -0.1393], [5.5686, 5.6826, 0.4142], [4.1860, 5.8399, 0.7203], [3.3212, 5.7284, -0.3990], [5.9170, 8.1345, 0.6673], [4.9057, 7.6554, -1.7249], [6.6075, 7.9709, -2.0142], [5.9797, 6.3312, -2.2049], [7.3300, 6.7950, -0.0860], [6.0527, 5.4311, 1.3646], [5.7233, 4.8218, -0.2492], [3.6834, 5.0007, -1.1311], [3.1859, 6.7059, -0.8654], [2.3435, 5.3992, -0.0393], [6.2353, 7.9765, 1.6232], [4.9002, 8.1666, 0.7556], [-7.3337, -6.6470, -4.5699], [-8.4754, -5.6331, -4.5720], [-9.5687, -5.9379, -5.6169], [-9.2108, -5.6047, -6.9544], [-8.4138, -6.5776, -7.6103], [-7.9180, -4.2851, -4.7536], [-6.6467, -6.5081, -5.4074], [-6.7408, -6.5474, -3.6550], [-7.7170, -7.6696, -4.6067], [-8.9468, -5.6776, -3.5836], [-10.4393, -5.3161, -5.3826], [-9.9067, -6.9794, -5.5537], [-8.6728, -7.5960, -7.3072], [-7.3549, -6.3821, -7.4273], [-8.5830, -6.4834, -8.6851], [-8.6705, -3.6055, -4.6562], [-7.6437, -4.2006, -5.7339], [8.3396, 7.2472, 5.1358], [7.3251, 8.3560, 5.4034], [6.5773, 8.1974, 6.7438], [5.5554, 7.2043, 6.7327], [6.0220, 5.8785, 6.9185], [6.3923, 8.4326, 4.2718], [7.8683, 6.3130, 4.8230], [9.0191, 7.5432, 4.3310], [8.9444, 7.0459, 6.0237], [7.8832, 9.2977, 5.4505], [6.0655, 9.1423, 6.9563], [7.2728, 8.0287, 7.5753], [6.8786, 5.8337, 7.5969], [6.2737, 5.4298, 5.9552], [5.2079, 5.2918, 7.3505], [5.7798, 9.2351, 4.4073], [5.7603, 7.6335, 4.3453], [-2.9703, 0.5583, 4.6487], [-3.1564, -0.9120, 5.0155], [-2.3184, -1.3557, 6.2321], [-0.9363, -1.5550, 5.9506], [-0.1600, -0.3673, 5.9397], [-2.8698, -1.7394, 3.8347], [-2.0257, 0.7466, 4.1339], [-3.7683, 0.8839, 3.9740], [-3.0086, 1.1922, 5.5377], [-4.2115, -1.0461, 5.2792], [-2.6943, -2.3306, 6.5611], [-2.4473, -0.6726, 7.0802], [-0.5110, 0.3619, 6.6752], [-0.1563, 0.0706, 4.9393], [0.8704, -0.6356, 6.1836], [-3.0897, -2.7096, 4.0550], [-1.8559, -1.7459, 3.7086], [-0.1536, 4.5413, -5.5906], [-0.3450, 4.3127, -4.0935], [-0.2761, 5.6098, -3.2591], [1.0435, 6.1091, -3.0607], [1.5568, 6.8625, -4.1476], [0.6363, 3.3209, -3.6339], [0.8895, 4.7210, -5.8581], [-0.4762, 3.6591, -6.1518], [-0.7479, 5.3907, -5.9372], [-1.3473, 3.8900, -3.9581], [-0.6588, 5.3865, -2.2570], [-0.9284, 6.3891, -3.6724], [0.7784, 7.4412, -4.6530], [2.0636, 6.2038, -4.8556], [2.3033, 7.5565, -3.7545], [0.4484, 3.0922, -2.6589], [1.5440, 3.7876, -3.5991], [4.9286, -5.5774, 3.8993], [3.9073, -6.5498, 3.3150], [3.0631, -5.9453, 2.1733], [2.0354, -5.0579, 2.6079], [2.4758, -3.7384, 2.8841], [3.0599, -7.0606, 4.4000], [4.4732, -4.8353, 4.5581], [5.6671, -6.1195, 4.4970], [5.4658, -5.0493, 3.1071], [4.4687, -7.3918, 2.8948], [2.5456, -6.7677, 1.6671], [3.6953, -5.4648, 1.4160], [3.2811, -3.4225, 2.2145], [2.7916, -3.6588, 3.9260], [1.6271, -3.0637, 2.7465], [2.4463, -7.7814, 4.0237], [2.4174, -6.3114, 4.6618]], "lowdin_charge": [0.05, -0.10, -0.17, -0.17, -0.12, -0.23, -0.26, -0.07, -0.19, -0.24, -0.12, 0.13, -0.03, -0.08, -0.17, 0.10, -0.14, -0.12, -0.18, -0.05, -0.13, -0.15, -0.12, -0.02, 0.06, 0.09, 0.12, 0.13, 0.10, 0.12, 0.09, 0.13, 0.10, 0.07, 0.11, 0.09, 0.13, 0.10, 0.10, 0.07, 0.09, 0.09, 0.18, 0.14, 0.15, 0.09, 0.05, 0.16, 0.13, 0.12, 0.07, 0.15, 0.11, 0.11, 0.09, 0.06, 0.08, -0.06, -0.43, -0.20, -0.19, -0.10, 0.05, 0.06, 0.07, 0.09, 0.12, 0.11, 0.12, 0.09, 0.07, 0.09, 0.06, 0.08, -0.07, -0.43, -0.21, -0.21, -0.11, 0.05, 0.06, 0.08, 0.08, 0.14, 0.12, 0.12, 0.09, 0.07, 0.08, 0.04, 0.07, -0.07, -0.43, -0.20, -0.19, -0.10, 0.04, 0.06, 0.05, 0.09, 0.13, 0.13, 0.12, 0.09, 0.07, 0.09, 0.08, 0.07, -0.07, -0.43, -0.20, -0.19, -0.11, 0.04, 0.06, 0.08, 0.08, 0.14, 0.12, 0.12, 0.09, 0.07, 0.09, 0.08, 0.07, -0.06, -0.42, -0.19, -0.19, -0.10, 0.04, 0.07, 0.07, 0.09, 0.14, 0.12, 0.12, 0.10, 0.07, 0.09, 0.08, 0.07, -0.07, -0.43, -0.20, -0.20, -0.10, 0.04, 0.06, 0.07, 0.08, 0.13, 0.12, 0.12, 0.09, 0.08, 0.09, 0.03, 0.07, -0.07, -0.43, -0.20, -0.22, -0.11, 0.04, 0.07, 0.08, 0.08, 0.14, 0.12, 0.12, 0.09, 0.08, 0.06, 0.07, 0.07], "total_charge": 1}


{"formula": "C22H19ClN", "method": "the ωB97M-V functional and the def2-TZVPD basis", "elements": ["C", "C", "C", "C", "C", "C", "C", "C", "C", "C", "C", "C", "C", "H", "H", "H", "H", "H", "H", "H", "H", "H", "H", "H", "C", "C", "C", "C", "C", "N", "C", "C", "C", "Cl", "C", "H", "H", "H", "H", "H", "H", "H", "H"], "xyz": [[-0.3597, 0.8504, 2.4247], [-1.6233, 0.2229, 2.2621], [-2.7757, 1.0507, 2.3821], [-4.0492, 0.5192, 2.3038], [-4.2226, -0.8641, 2.1179], [-3.1040, -1.6851, 1.9174], [-1.8216, -1.1508, 1.9258], [0.9103, 0.2109, 2.4337], [2.0338, 1.0457, 2.1684], [3.3019, 0.5062, 2.0234], [3.4906, -0.8834, 2.0900], [2.4084, -1.7149, 2.4101], [1.1561, -1.1725, 2.6879], [-0.3453, 1.9298, 2.2222], [-2.6205, 2.1213, 2.5318], [-4.9093, 1.1824, 2.3811], [-5.2282, -1.2832, 2.1052], [-3.2418, -2.7503, 1.7342], [-0.9706, -1.7753, 1.6573], [1.8610, 2.1188, 2.0543], [4.1384, 1.1760, 1.8281], [4.4800, -1.3000, 1.8998], [2.5517, -2.7933, 2.4400], [0.3634, -1.8040, 3.0887], [-1.7695, 4.4136, 4.0657], [-1.4143, 3.2241, 4.8647], [-0.3535, 2.3391, 4.6875], [-0.4043, 1.3755, 5.7413], [-1.5271, 1.7048, 6.5513], [-2.1187, 2.8340, 5.9708], [-1.7307, 1.0968, 7.7862], [-0.8093, 0.1341, 8.2132], [0.2915, -0.2121, 7.3962], [1.4404, -1.3373, 7.9722], [0.4689, 0.3577, 6.1360], [-0.9901, 4.5561, 3.3127], [-2.7215, 4.2735, 3.5409], [-1.8393, 5.3209, 4.6784], [0.5016, 2.5102, 4.0453], [-2.9377, 3.3077, 6.3347], [-2.5683, 1.4094, 8.4169], [-0.9046, -0.3349, 9.1917], [1.2697, 0.0492, 5.4726]], "lowdin_charge": [0.08, -0.18, 0.01, -0.04, -0.02, -0.04, 0.01, -0.20, 0.00, -0.04, -0.01, -0.04, -0.01, 0.12, 0.11, 0.12, 0.12, 0.12, 0.11, 0.13, 0.12, 0.12, 0.12, 0.12, -0.02, -0.30, -0.02, -0.17, -0.18, 0.14, -0.01, -0.09, -0.69, 0.70, -0.05, 0.09, 0.08, 0.10, 0.10, 0.17, 0.12, 0.11, 0.10], "total_charge": 1}


{"formula": "C8H19O8PSi", "method": "the ωB97M-V functional and the def2-TZVPD basis", "elements": ["C", "C", "Si", "P", "O", "O", "H", "H", "H", "H", "H", "H", "H", "C", "O", "C", "O", "O", "C", "H", "H", "H", "H", "H", "H", "C", "O", "C", "O", "O", "C", "H", "H", "H", "H", "H", "H"], "xyz": [[0.0335, 1.8635, -2.7749], [0.4000, 1.1727, -3.8829], [0.7088, -0.6686, -3.7648], [2.3267, -0.9415, -2.1928], [3.2414, 0.4053, -2.1592], [1.4195, -0.8058, -0.7959], [0.6053, 2.7410, -2.4804], [-0.8094, 1.5822, -2.1520], [0.5612, 1.7258, -4.8060], [1.1664, -1.2030, -5.0647], [-0.4622, -1.4348, -3.2697], [2.8782, 1.1133, -2.7074], [0.7821, -1.5270, -0.7635], [-6.4683, 3.2589, -1.0786], [-5.8148, 3.0497, 0.1755], [-4.5053, 2.8325, 0.0801], [-3.8680, 2.8022, -0.9397], [-4.0226, 2.6548, 1.3078], [-2.6150, 2.4097, 1.3573], [-7.5178, 3.4214, -0.8531], [-6.0653, 4.1364, -1.5801], [-6.3660, 2.3831, -1.7160], [-2.0631, 3.2543, 0.9498], [-2.3637, 1.5003, 0.8147], [-2.3624, 2.2853, 2.4057], [3.4008, -1.3341, 1.5696], [3.5399, -2.7495, 1.7319], [3.4329, -3.1708, 2.9874], [3.2358, -2.4817, 3.9534], [3.5810, -4.4967, 2.9952], [3.4884, -5.0877, 4.2921], [3.4988, -1.1165, 0.5151], [2.4187, -1.0041, 1.8992], [4.1800, -0.8072, 2.1179], [2.5097, -4.9027, 4.7306], [4.2694, -4.7050, 4.9461], [3.6256, -6.1559, 4.1525]], "lowdin_charge": [-0.07, -0.37, 0.50, 0.62, -0.34, -0.38, 0.06, 0.05, 0.05, -0.07, -0.06, 0.03, 0.04, -0.04, 0.01, -0.63, 0.12, 0.01, -0.04, 0.09, 0.10, 0.10, 0.10, 0.09, 0.09, -0.04, 0.01, -0.63, 0.12, 0.00, -0.04, 0.05, 0.10, 0.10, 0.10, 0.10, 0.09], "smiles": "C=C[SiH2]P(O)O.COC(=O)OC.COC(=O)OC"}


{"formula": "C4H11AlNO", "method": "the ωB97M-V functional and the def2-TZVPD basis", "elements": ["Al", "C", "C", "C", "O", "C", "N", "H", "H", "H", "H", "H", "H", "H", "H", "H", "H", "H"], "xyz": [[-5.0744, -2.4923, -1.2783], [2.1646, -0.8785, -0.3759], [0.6492, -0.6894, -0.3256], [0.2360, 0.5466, 0.5349], [-1.2029, 0.4640, 0.8172], [-1.6542, 1.6531, 1.5059], [0.0957, -0.6269, -1.6707], [2.3743, -1.7912, -0.9337], [2.6308, -1.0783, 0.5889], [2.6524, 0.0418, -0.6971], [0.2472, -1.6295, 0.0521], [0.5227, 1.4839, 0.0581], [0.8983, 0.5043, 1.3996], [-1.9553, 2.3088, 0.6889], [-0.9000, 2.2045, 2.0674], [-2.5505, 1.2534, 1.9804], [0.3556, -1.4197, -2.2399], [0.5106, 0.1453, -2.1723]], "lowdin_charge": [1.00, 0.06, -0.29, -0.05, 0.06, 0.10, 0.37, 0.13, 0.14, 0.13, 0.18, 0.18, 0.18, 0.17, 0.16, 0.14, 0.17, 0.17], "relative_energy_ev": 0.000, "total_charge": 3}


{"formula": "C4H7Cl", "method": "the ωB97M-V functional and the def2-TZVPD basis", "elements": ["C", "C", "C", "C", "H", "H", "H", "H", "H", "H", "H", "Cl"], "xyz": [[0.0669, 1.4057, -0.0061], [0.1393, -0.0537, -0.0979], [-1.1590, -0.8090, 0.0530], [1.2248, -0.8186, -0.1035], [-0.4059, 1.7969, -0.9004], [-0.4222, 1.5519, 0.9103], [1.0459, 1.8644, 0.0314], [-1.1665, -1.8471, -0.2035], [-1.5172, -0.8280, 1.0983], [-1.8890, -0.2663, -0.6199], [1.2341, -1.8855, -0.1903], [2.8489, -0.1107, 0.0286]], "lowdin_charge": [-0.07, -0.46, -0.07, -0.49, 0.09, 0.08, 0.05, 0.06, 0.09, 0.10, 0.06, 0.56], "relative_energy_ev": 0.107, "smiles": "CC(C)=CCl"}


| no. | energy (Ha) |
| --- | --- |
| 1 | -3063.95332 |
| 2 | -1364.42533 |
| 3 | -1548.94077 |
| 4 | -529.99853 |
| 5 | -616.77362 |